1.
The following is a DFT calculation (ωB97M-V with the def2-TZVPD basis set) of one molecule with the formula C7H6.

Computed properties:
**Multiplicity**: 1
**Gap between HOMO and LUMO**: 8.565 eV

Geometry as XYZ:
```
13
C7H6 (ωB97M-V with the def2-TZVPD basis set)
C 1.6070 0.0345 0.0439
C 2.8774 0.1511 -0.0712
C 0.3562 -0.7472 0.1227
C -0.4390 0.5042 0.1051
C -0.0992 -2.0243 0.1165
C -1.7406 0.6346 0.0030
C 0.8116 1.3955 -0.0002
H -1.1509 -2.1767 -0.1225
H 0.4500 -2.8457 -0.0363
H -2.3812 1.5013 0.0468
H -2.1977 -0.3317 -0.1225
H 1.1253 2.0136 0.8441
H 0.7810 1.8910 -0.9295
```

=====

2.
The following is a DFT calculation (ωB97M-V with the def2-TZVPD basis set) of C7H6 as an isolated structure.

Computed properties:
**Multiplicity**: 1
**Gap between HOMO and LUMO**: 8.809 eV

Geometry as XYZ:
```
13
C7H6 (ωB97M-V with the def2-TZVPD basis set)
C 1.9648 -0.8669 -0.0870
C 2.0864 0.5927 -0.1899
C 0.7672 -1.3185 0.3956
C 1.9556 1.8652 -0.0511
C -0.3747 -0.5514 0.4154
C -1.4368 0.0298 0.3957
C -2.6740 0.6390 -0.0937
H 2.8656 -1.3984 -0.1376
H 2.8902 1.2059 -0.6984
H 0.7875 -2.3928 0.7650
H -3.6099 0.2094 0.3936
H -2.4392 1.6941 0.0417
H -2.7826 0.2919 -1.1492
```

=====

Ordering by calculated energy gives the sequence 1, 2, with the first entry being the most stable.

=====

1.
The following is a DFT calculation (ωB97M-V with the def2-TZVPD basis set) of one molecule with the formula C7H9N3O2.

Computed properties:
**Multiplicity**: 1
**Gap between HOMO and LUMO**: 9.851 eV

Geometry as XYZ:
```
21
C7H9N3O2 (ωB97M-V with the def2-TZVPD basis set)
N 0.0691 -1.8620 -1.3471
C 1.2441 -1.3736 -0.7440
C 1.0107 -0.9145 0.7168
C -0.0564 0.1795 0.7082
N -1.3687 -0.2248 0.6158
C -2.2788 0.7672 0.9302
C -1.9375 1.9914 1.4433
C -0.5627 2.3131 1.2576
N 0.3406 1.4672 0.8445
C 1.7419 -0.1675 -1.5260
O 2.7198 0.4139 -1.1356
O 1.0009 0.2812 -2.5182
H 0.1914 -2.8376 -1.6119
H -0.8325 -1.6512 -0.8870
H 2.0736 -2.0917 -0.7602
H 1.9052 -0.5112 1.2515
H 0.5640 -1.7038 1.3084
H -3.2490 0.3232 0.6976
H -2.6156 2.6493 1.9814
H -0.2841 3.3589 1.3842
H 0.3240 -0.4068 -2.6094
```

=====

2.
The following is a DFT calculation (ωB97M-V with the def2-TZVPD basis set) of one molecule with the formula C7H9N3O2.

Computed properties:
**Multiplicity**: 1
**Gap between HOMO and LUMO**: 9.250 eV

Geometry as XYZ:
```
21
C7H9N3O2 (ωB97M-V with the def2-TZVPD basis set)
N -0.9935 1.3001 0.4227
N -1.4480 -0.1168 0.1511
C -2.8858 -0.3434 -0.3128
O -3.9307 0.3049 0.3646
C -0.3920 -1.0778 -0.1784
O -0.7490 -2.1460 -0.6699
C 0.9673 -0.5129 0.0089
C 1.4448 0.1048 1.1319
C 2.7512 0.5189 1.1538
N 3.5246 0.4697 0.0375
C 2.9897 -0.0622 -1.0220
C 1.6794 -0.6327 -1.1296
H -1.7811 1.9207 0.4902
H -0.2270 1.5656 -0.2653
H -2.9840 -1.3921 -0.3262
H -3.1078 -0.1120 -1.3302
H -3.6672 0.1944 1.3157
H 0.7687 0.0089 2.0190
H 3.0939 1.0853 1.9663
H 3.5883 0.1038 -1.8108
H 1.3580 -1.1811 -2.0168
```

=====

Ordering by calculated energy gives the sequence 1, 2, with the first entry being the most stable.

=====

1.
The following is a DFT calculation (ωB97M-V with the def2-TZVPD basis set) of an isolated ion of composition H3NO4P and charge -1.

Computed properties:
**Multiplicity**: 1
**Charge**: -1
**Gap between HOMO and LUMO**: 9.233 eV

Geometry as XYZ:
```
9
H3NO4P (ωB97M-V with the def2-TZVPD basis set)
N 0.5172 -0.3931 1.4069
P 0.7131 -0.3784 -0.1566
O 1.6206 -1.0741 -1.0480
O -1.2246 -0.6482 -0.8487
O 0.7720 1.2190 -0.6267
O -0.3713 1.9389 -0.1384
H 0.4931 -1.3151 1.6236
H -1.6061 -0.5185 0.0369
H -0.9141 1.1694 -0.2489
```

=====

2.
The following is a DFT calculation (ωB97M-V with the def2-TZVPD basis set) of a 2-piece molecular cluster, H3NO4P overall.

Computed properties:
**Multiplicity**: 1
**Charge**: -1
**Gap between HOMO and LUMO**: 9.165 eV

Geometry as XYZ:
```
9
H3NO4P (ωB97M-V with the def2-TZVPD basis set)
N 0.5018 -0.3234 -0.3574
O -1.6527 -1.6493 1.9704
O -2.9328 0.5457 1.1719
O -0.5779 0.6306 2.4439
O -1.6835 0.5823 3.4373
P -2.0032 -0.2020 1.9901
H 0.1474 -1.2229 -0.1356
H 1.2640 0.1211 0.0730
H -0.1826 0.2756 -0.6797
```

=====

Ordering by calculated energy gives the sequence 2, 1, with the first entry being the most stable.

=====

1.
The following is a DFT calculation (ωB97M-V with the def2-TZVPD basis set) of a 2-piece molecular cluster, C10H16O overall.

Computed properties:
**<S²>**: 0.77
**Multiplicity**: 2
**Charge**: +1
**Gap between HOMO and LUMO (alpha / beta)**: 9.746 / 6.212 eV

Geometry as XYZ:
```
27
C10H16O (ωB97M-V with the def2-TZVPD basis set)
C -2.1274 1.4411 -1.7944
C -1.8571 -1.0438 1.6930
C -1.1826 0.1904 1.6260
C -2.8423 -1.3163 0.7083
C -1.3185 1.0218 0.5620
C -2.8006 -0.6133 -0.4623
C -1.9711 0.5465 -0.6127
O -1.7240 -1.8768 2.7018
H -0.5430 0.4102 2.4770
H -0.9104 -1.6496 3.1456
H -3.4838 -2.1871 0.6905
H -0.9772 2.0392 0.7098
H -3.5096 -0.8018 -1.2581
H -2.4629 0.8792 -2.6635
H -1.2654 2.0932 -1.9394
H -2.9227 2.1593 -1.5928
C 2.3963 -0.5460 -0.5718
C 2.8691 -0.2641 0.8758
C 3.2965 0.2850 -1.5490
H 2.4577 -1.5772 -0.8981
H 1.3814 -0.1421 -0.5795
H 3.9520 -0.2542 1.0138
H 2.6735 0.6959 -2.3376
H 2.5741 -1.0302 1.5966
H 2.4366 0.6882 1.1733
H 3.6778 1.1832 -1.0457
H 4.1836 -0.3307 -1.6685
```

=====

2.
The following is a DFT calculation (ωB97M-V with the def2-TZVPD basis set) of a 2-piece molecular cluster, C10H16O overall.

Computed properties:
**<S²>**: 0.77
**Multiplicity**: 2
**Charge**: +1
**Gap between HOMO and LUMO (alpha / beta)**: 9.756 / 6.055 eV

Geometry as XYZ:
```
27
C10H16O (ωB97M-V with the def2-TZVPD basis set)
C 2.5102 -0.9548 -1.2300
C 1.3792 -1.8327 -1.7963
C 1.9860 0.0308 -0.3155
C 1.8362 1.3327 -0.6331
C 1.3858 -0.4623 0.9524
C 1.2424 2.3071 0.2126
C 0.9095 0.4650 1.8158
C 0.9805 1.8614 1.4648
O 0.1565 2.5058 2.3183
H 3.3175 -1.6870 -0.8398
H 2.9639 -0.4245 -2.1956
H 0.7675 -1.2256 -2.4941
H 1.9040 1.6879 -1.6174
H 1.4797 -1.5528 0.9824
H 0.9798 3.3845 -0.1125
H 0.3946 0.3358 2.8199
H -0.1361 3.3572 1.9088
H 0.7956 -2.0914 -0.9714
H 1.7133 -2.7723 -2.2128
C -3.0589 -0.0827 -0.1724
C -3.4576 -1.0454 0.8896
H -2.0796 0.4128 -0.2808
H -2.9656 -0.4753 -1.2446
H -3.8592 0.5644 -0.5650
H -4.5929 -0.9896 0.8232
H -3.3140 -0.6736 1.8343
H -3.2382 -1.9752 0.6593
```

=====

Ordering by calculated energy gives the sequence 1, 2, with the first entry being the most stable.